[1]
Entry from the Open Molecules 2025 dataset: a structure of composition C15H13NO5Pd (ωB97M-V/def2-TZVPD).

multiplicity = 1
net charge = -2
calculated total energy = -30970.97923 eV
frontier orbital gap = 1.99 eV

CARTESIAN COORDINATES (ANGSTROEM)
H -3.670 2.897 -2.030
C 3.501 -0.867 -0.778
C -1.108 -2.696 -0.213
H 1.471 2.377 -0.513
H -2.138 -2.407 -0.023
N 1.384 0.335 -0.444
C -2.309 2.823 -0.751
H 5.251 0.312 -0.995
H -3.033 2.905 1.234
C 1.563 -3.416 -0.665
O -1.542 2.304 -1.508
C 2.077 -0.927 -0.602
H -1.807 2.078 3.148
C 2.070 1.469 -0.589
C -0.772 -4.064 -0.365
O -3.542 3.252 -1.138
O -2.606 0.068 0.712
H -1.528 -4.837 -0.286
O -1.036 2.322 1.240
H 4.045 -1.806 -0.827
H 2.589 -3.717 -0.861
H -0.626 0.854 2.575
H 3.892 2.528 -0.922
C -1.490 1.458 2.303
C -2.086 3.092 0.720
C 4.171 0.306 -0.875
H -1.850 4.159 0.826
H 0.869 -5.420 -0.706
Pd -0.574 0.178 -0.055
C -2.670 0.555 1.883
C -0.158 -1.712 -0.281
C 3.423 1.559 -0.809
C 1.248 -2.011 -0.526
C 0.579 -4.376 -0.584
O -3.586 0.423 2.703

---

[2]
Entry from the Open Molecules 2025 dataset: a structure of composition C15H13NO5S5Sr in a non-equilibrium geometry (ωB97M-V/def2-TZVPD).

multiplicity = 1
net charge = -2
calculated total energy = -82510.95011 eV
frontier orbital gap = 5.20 eV

CARTESIAN COORDINATES (ANGSTROEM)
N -0.103 -0.881 2.266
H 1.147 -1.639 -3.258
C -0.762 -0.640 4.508
O 3.241 -1.432 -0.149
C -2.476 -0.512 2.801
Sr 0.009 0.606 -0.546
C -3.027 -0.311 5.149
C 0.199 0.253 -3.292
C 1.020 -0.955 2.871
C -1.702 -0.459 5.517
H -3.778 -0.158 5.916
H 2.538 1.995 -4.471
H -0.881 0.171 -3.398
H -2.749 -0.476 1.753
H 1.965 -1.073 2.354
H 2.485 1.942 -1.961
S -0.501 2.383 1.850
S 0.961 -0.814 4.614
H 1.183 -0.546 -5.108
O -0.909 -1.690 -0.740
C 1.032 0.398 -4.586
H 3.216 0.393 -4.173
C 2.116 -0.239 -1.904
H 2.987 -0.671 -2.388
C 2.338 1.020 -4.025
O 0.578 1.505 -2.687
H 0.527 1.090 -5.262
C 2.581 -0.415 -0.357
H -4.445 -0.165 3.537
C 1.962 1.174 -2.528
C -0.066 -2.058 -1.582
H -1.406 -0.414 6.558
O 0.241 -3.189 -1.956
C -1.142 -0.684 3.160
C 0.833 -0.937 -2.496
S -2.820 1.291 -1.359
S -2.503 2.824 1.544
S -2.786 3.131 -0.434
O 2.300 0.509 0.455
C -3.408 -0.330 3.802